Entry 1:
The following is a DFT calculation (ωB97M-V/def2-TZVPD) of C25H32N4O5 in the gas phase.

Output
* HOMO level: -8.529 eV
* SMILES: CCOC(=O)N1CCN(C(=O)C(=O)c2cn(CC(=O)N3CCCCCC3)c3ccccc23)CC1
* gap between HOMO and LUMO: 8.810 eV

Last column: natural (NBO) charge in e.
Element x y z (Å)
C 0.876 5.381 -0.088  -0.64
C 2.229 5.314 0.608  -0.07
O 2.658 3.967 0.794  -0.53
C 3.237 3.382 -0.281  0.89
O 3.401 3.933 -1.343  -0.66
N 3.657 2.119 -0.008  -0.45
C 3.233 1.382 1.160  -0.22
C 2.020 0.513 0.799  -0.23
N 2.349 -0.335 -0.323  -0.43
C 2.325 -1.686 -0.316  0.60
O 2.660 -2.361 -1.271  -0.61
C 1.764 -2.328 0.956  0.50
O 2.404 -2.391 1.989  -0.55
C 0.417 -2.814 0.776  -0.27
C -0.308 -2.814 -0.402  0.08
N -1.561 -3.266 -0.186  -0.34
C -2.577 -3.354 -1.201  -0.30
C -2.573 -2.129 -2.133  0.67
O -2.393 -2.285 -3.325  -0.62
N -2.782 -0.915 -1.582  -0.44
C -3.033 -0.632 -0.189  -0.20
C -1.895 0.149 0.483  -0.43
C -1.877 1.629 0.098  -0.41
C -1.175 1.963 -1.226  -0.39
C -1.271 0.891 -2.315  -0.41
C -2.654 0.245 -2.447  -0.24
C -1.699 -3.587 1.147  0.11
C -2.788 -4.085 1.850  -0.24
C -2.627 -4.307 3.202  -0.21
C -1.416 -4.042 3.845  -0.23
C -0.331 -3.548 3.154  -0.19
C -0.470 -3.318 1.789  0.01
C 2.839 0.375 -1.491  -0.24
C 4.030 1.259 -1.112  -0.23
H 0.136 4.808 0.467  0.20
H 0.550 6.415 -0.151  0.22
H 0.960 4.977 -1.094  0.23
H 2.980 5.851 0.020  0.20
H 2.175 5.732 1.615  0.19
H 4.059 0.740 1.481  0.21
H 2.982 2.075 1.961  0.24
H 1.187 1.169 0.520  0.19
H 1.724 -0.090 1.656  0.24
H 0.014 -2.544 -1.390  0.24
H -2.397 -4.222 -1.846  0.24
H -3.557 -3.471 -0.733  0.23
H -3.205 -1.555 0.358  0.21
H -3.953 -0.036 -0.126  0.19
H -2.044 0.071 1.562  0.22
H -0.939 -0.322 0.251  0.21
H -2.910 1.983 0.062  0.20
H -1.383 2.193 0.893  0.21
H -0.115 2.155 -1.041  0.20
H -1.600 2.894 -1.606  0.21
H -1.003 1.351 -3.267  0.22
H -0.546 0.096 -2.131  0.20
H -3.444 0.960 -2.205  0.19
H -2.796 -0.110 -3.469  0.25
H -3.728 -4.305 1.364  0.21
H -3.454 -4.698 3.776  0.22
H -1.334 -4.234 4.904  0.22
H 0.610 -3.347 3.641  0.24
H 2.036 1.003 -1.893  0.19
H 3.124 -0.371 -2.234  0.25
H 4.876 0.640 -0.801  0.20
H 4.322 1.886 -1.955  0.25

Entry 2:
The following is a DFT calculation (ωB97M-V/def2-TZVPD) of a molecular structure, C25H33As2CoN3O12.

Output
* HOMO level (alpha / beta): -11.452 / -11.636 eV
* spin multiplicity: 5
* total charge: +1
* <S²>: 6.020
* gap between HOMO and LUMO (alpha / beta): 6.310 / 4.815 eV

Last column: Mulliken charge in e.
Element x y z (Å)
Co 0.334 -1.217 1.126  1.31
O 0.581 1.118 4.621  -0.73
C 0.802 0.475 3.614  -0.07
O 0.055 0.368 2.565  -0.41
C 2.110 -0.306 3.460  0.43
C 3.183 -0.291 4.334  -0.86
C 4.343 -0.961 3.957  -0.37
C 4.415 -1.579 2.714  -0.73
C 3.290 -1.548 1.907  0.10
N 2.171 -0.963 2.309  0.82
C 3.198 -2.033 0.464  0.08
O 4.184 -2.459 -0.113  -0.74
O 2.021 -1.864 -0.027  -0.22
H 3.102 0.241 5.271  0.57
H 5.200 -0.972 4.618  0.45
H 5.309 -2.069 2.356  0.56
N -0.382 -2.527 2.836  -0.45
C -1.267 -3.720 2.920  -1.03
C -1.475 -4.391 1.569  -0.69
C -2.332 -3.517 0.638  0.12
C -1.679 -3.240 -0.708  -1.06
N -0.350 -2.629 -0.506  -0.20
H 0.507 -2.754 3.266  0.24
H -0.778 -1.784 3.403  0.21
H -2.238 -3.413 3.310  0.34
H -0.843 -4.440 3.621  0.44
H -1.947 -5.360 1.729  0.46
H -0.492 -4.586 1.133  0.21
H -2.488 -2.547 1.112  -0.31
H -3.307 -3.976 0.474  0.53
H -2.302 -2.546 -1.274  0.41
H -1.587 -4.161 -1.291  0.46
H -0.049 -2.147 -1.344  -0.08
H 0.346 -3.354 -0.378  0.35
C 2.625 -1.287 -3.040  -0.69
O 1.811 -0.204 -2.536  -0.35
C 0.609 0.018 -3.081  -0.73
O 0.106 -0.614 -3.967  -0.57
C -0.086 1.056 -2.249  -0.04
C -1.023 1.859 -2.737  1.14
As -2.422 2.998 -1.864  0.26
C -3.692 1.539 -1.551  -0.75
C -1.209 2.994 -0.281  -0.05
C -0.941 1.839 0.325  0.73
As 0.609 0.852 -0.393  2.07
C 2.160 2.030 -0.450  -1.65
C -1.924 0.901 0.913  -0.73
O -1.809 -0.308 0.861  -0.14
O -2.912 1.522 1.510  -0.34
C -3.850 0.706 2.233  -0.81
C -0.222 4.106 -0.479  0.39
O -0.051 4.632 -1.548  -0.53
O 0.379 4.438 0.648  -0.24
C 1.237 5.597 0.607  -0.76
C -1.375 2.010 -4.187  0.31
O -2.533 2.225 -4.481  -0.60
O -0.359 2.007 -5.015  -0.24
C -0.663 2.243 -6.404  -0.74
H 3.146 -1.705 -2.183  0.14
H 3.333 -0.887 -3.763  0.29
H 1.995 -2.032 -3.518  0.37
H -4.199 1.377 -2.501  0.43
H -4.425 1.871 -0.816  0.35
H -3.225 0.609 -1.236  0.04
H 2.092 2.778 -1.236  0.48
H 3.013 1.381 -0.642  0.53
H 2.269 2.495 0.528  0.44
H -4.673 1.361 2.498  0.32
H -3.372 0.318 3.131  0.32
H -4.198 -0.120 1.615  0.31
H 1.795 5.590 1.536  0.28
H 0.625 6.495 0.542  0.35
H 1.904 5.554 -0.251  0.34
H 0.248 2.025 -6.949  0.26
H -0.954 3.283 -6.542  0.31
H -1.474 1.596 -6.730  0.34

Entry 3:
The following is a DFT calculation (ωB97M-V/def2-TZVPD) of a molecular structure, C25H33AuO2S.

Output
* HOMO level (alpha / beta): -7.194 / -7.138 eV
* spin multiplicity: 3
* <S²>: 2.044
* gap between HOMO and LUMO (alpha / beta): 7.809 / 4.745 eV

Last column: natural (NBO) charge in e.
Element x y z (Å)
O -0.295 0.340 -3.336  -0.57
C -0.454 1.748 -3.654  -0.06
C -0.838 1.476 -5.110  -0.46
H 0.511 2.277 -3.564  0.18
H -1.237 2.172 -3.010  0.19
C -0.516 0.004 -4.740  0.28
H -0.119 1.904 -5.807  0.21
H -1.880 1.655 -5.400  0.21
C 0.713 -0.449 -5.513  -0.63
H 1.566 0.214 -5.323  0.21
H 0.466 -0.393 -6.591  0.21
H 1.011 -1.478 -5.264  0.23
C -1.678 -0.955 -4.910  -0.63
H -2.586 -0.529 -4.452  0.22
H -1.428 -1.950 -4.477  0.22
H -1.837 -1.050 -6.002  0.21
Au -0.210 0.538 1.168  0.84
C -2.964 -0.320 2.315  -0.32
C -2.375 0.965 2.205  -0.34
C -2.241 1.259 0.754  -0.52
H -2.231 1.699 3.001  0.23
C -2.709 0.072 0.049  -0.31
C -3.138 -0.866 1.006  -0.29
H -3.611 -1.823 0.783  0.21
H -3.298 -0.784 3.251  0.21
H -2.220 2.270 0.350  0.25
H -2.790 -0.031 -1.033  0.22
C 0.538 -0.994 2.799  -0.24
C 0.330 -2.364 2.422  -0.13
C 1.259 -2.708 1.393  -0.33
H -0.390 -3.043 2.875  0.23
C 2.080 -1.599 1.130  -0.06
C 1.655 -0.477 1.967  -0.49
H 2.291 0.369 2.258  0.27
H 0.162 -0.509 3.704  0.26
H 1.345 -3.676 0.879  0.23
H 2.917 -1.575 0.420  0.23
O 2.155 -1.572 -2.940  -0.54
C 1.159 -2.355 -2.254  -0.07
C 0.334 -1.453 -1.325  -0.46
H 1.638 -3.208 -1.716  0.16
H 0.485 -2.776 -3.015  0.18
C 1.125 -0.119 -1.266  -0.46
H 0.131 -1.900 -0.353  0.23
H -0.665 -1.320 -1.761  0.24
C 2.316 -0.335 -2.218  -0.06
H 1.561 0.144 -0.287  0.21
H 0.461 0.686 -1.534  0.24
H 3.223 -0.449 -1.589  0.15
H 2.492 0.531 -2.874  0.19
S 0.858 2.722 2.628  0.01
C 0.785 2.295 4.252  -0.26
C 1.711 1.390 4.830  -0.20
C 1.524 0.924 6.126  -0.23
C 0.465 1.418 6.906  -0.19
C -0.399 2.393 6.382  -0.21
C -0.220 2.861 5.086  -0.19
H 2.558 1.068 4.226  0.22
H 2.232 0.195 6.533  0.22
H 0.329 1.035 7.920  0.22
H -1.196 2.790 7.015  0.22
H -0.857 3.646 4.685  0.23

Number 1: DFT total energy -1567.1491 Eh, F_max 0.7 eV Å⁻¹. Number 2: DFT total energy -7893.6644 Eh, F_max 1.0 eV Å⁻¹. Number 3: DFT total energy -1656.5141 Eh, F_max 3.0 eV Å⁻¹.